Entry from the Open Molecules 2025 dataset: 12 unconnected molecules or ions with the total composition C48H80F8O36 at a distorted geometry (wB97M-V/def2-TZVPD).

Output
- Structure (SMILES): O=C1OC[C@@H](F)O1.O=C1OC[C@@H](F)O1.O=C1OC[C@@H](F)O1.O=C1OC[C@@H](F)O1.O=C1OC[C@@H](F)O1.O=C1OC[C@@H](F)O1.O=C1OC[C@@H](F)O1.O=C1OC[C@@H](F)O1.COCCOCCOC.COCCOCCOC.COCCOCCOC.COCCOCCOC
- Orbital gap: 9.33 eV

Each line ends with the Mulliken charge.
CARTESIAN COORDINATES (ANGSTROEM)
C  -2.547  -2.121  0.478  0.634
C  -1.874  -2.475  1.802  2.011
O  -2.586  -3.617  2.189  -0.373
C  -3.763  -3.702  1.509  0.524
O  -4.645  -4.486  1.779  -0.619
O  -3.701  -2.838  0.542  -0.270
F  -2.224  -1.479  2.622  -0.310
H  -2.008  -2.523  -0.380  0.124
H  -2.776  -1.081  0.243  -0.700
H  -0.785  -2.505  1.778  -0.866
C  1.307  3.876  -2.728  0.710
C  0.115  4.825  -2.696  1.054
O  0.444  5.906  -3.545  -0.356
C  1.807  5.899  -3.615  0.447
O  2.475  6.851  -4.098  -0.605
O  2.325  4.787  -3.085  -0.446
F  -0.241  5.208  -1.439  -0.308
H  1.224  3.152  -3.538  -0.062
H  1.500  3.430  -1.753  -0.329
H  -0.772  4.328  -3.088  -0.211
C  -3.236  3.438  -8.144  -0.398
C  -3.483  3.745  -6.693  0.300
O  -2.349  3.236  -5.999  -0.134
C  -1.575  2.526  -6.812  0.559
O  -0.685  1.773  -6.536  -0.500
O  -1.970  2.703  -8.115  -0.390
F  -4.572  3.135  -6.075  -0.277
H  -3.106  4.383  -8.670  0.305
H  -3.992  2.756  -8.536  0.285
H  -3.519  4.830  -6.591  0.237
C  -1.610  5.666  4.819  -0.553
C  -2.013  4.625  5.890  0.351
O  -1.833  3.477  5.152  -0.295
C  -1.376  3.744  3.919  0.463
O  -1.233  2.918  3.030  -0.355
O  -1.045  4.985  3.770  -0.262
F  -3.359  4.721  6.041  -0.292
H  -0.897  6.390  5.211  0.306
H  -2.510  6.181  4.483  0.286
H  -1.554  4.557  6.876  0.331
C  2.521  -3.150  7.099  -0.517
C  3.117  -1.941  6.433  0.579
O  1.970  -1.215  6.101  -0.184
C  1.008  -2.013  5.889  0.516
O  0.008  -1.777  5.216  -0.514
O  1.303  -3.222  6.382  -0.326
F  3.880  -2.196  5.363  -0.170
H  2.385  -2.992  8.169  0.283
H  3.091  -4.061  6.915  0.341
H  3.732  -1.419  7.166  0.012
C  -4.688  3.184  1.088  -0.332
C  -4.815  1.713  1.083  0.996
O  -5.600  1.406  -0.057  -0.133
C  -6.177  2.592  -0.465  0.561
O  -6.905  2.647  -1.482  -0.568
O  -5.869  3.568  0.418  -0.394
F  -5.590  1.390  2.183  -0.354
H  -3.837  3.537  0.506  0.101
H  -4.595  3.605  2.089  0.332
H  -3.810  1.292  1.047  -0.204
C  4.939  -0.813  0.110  0.457
C  5.264  -2.191  0.523  1.128
O  5.183  -1.968  1.886  -0.216
C  5.474  -0.839  2.224  0.695
O  5.878  -0.552  3.328  -0.668
O  5.428  0.008  1.189  -0.388
F  6.484  -2.461  0.128  -0.358
H  3.860  -0.665  0.138  -0.561
H  5.279  -0.445  -0.858  0.520
H  4.545  -2.965  0.256  -0.501
C  0.166  -5.926  4.070  -0.446
C  0.218  -6.178  2.584  0.251
O  1.569  -6.525  2.386  -0.342
C  2.354  -5.986  3.388  0.672
O  3.553  -5.915  3.365  -0.521
O  1.524  -5.566  4.349  -0.349
F  -0.083  -5.101  1.905  -0.133
H  -0.048  -6.800  4.686  0.361
H  -0.650  -5.269  4.369  0.287
H  -0.375  -7.012  2.209  0.261
C  2.671  0.914  -5.160  -0.802
O  2.648  0.874  -3.753  0.064
C  3.528  -0.122  -3.221  -0.115
C  2.818  -1.501  -3.149  -0.693
O  3.424  -2.488  -2.322  0.000
C  2.795  -3.752  -2.387  -0.945
C  3.222  -4.741  -1.224  -0.068
O  4.658  -4.982  -1.095  -0.353
C  4.845  -6.028  -0.195  -0.841
H  2.123  0.115  -5.659  0.255
H  3.723  0.781  -5.408  0.404
H  2.232  1.871  -5.444  0.178
H  3.585  0.095  -2.154  -0.494
H  4.482  -0.191  -3.744  0.398
H  2.912  -1.920  -4.151  0.438
H  1.733  -1.444  -3.060  0.386
H  3.097  -4.257  -3.305  0.404
H  1.711  -3.860  -2.371  0.391
H  2.766  -5.719  -1.375  0.604
H  2.809  -4.364  -0.288  -0.084
H  5.889  -5.804  0.027  0.309
H  4.903  -7.004  -0.677  0.360
H  4.253  -6.108  0.717  0.294
C  -8.328  -2.837  -1.445  -0.934
O  -7.348  -1.968  -2.073  -0.372
C  -6.016  -1.988  -1.601  -0.717
C  -5.158  -1.121  -2.526  0.448
O  -5.117  -1.666  -3.808  -0.413
C  -4.636  -0.752  -4.785  -0.047
C  -4.715  -1.405  -6.248  -0.630
O  -4.066  -2.715  -6.251  -0.261
C  -3.887  -3.249  -7.514  -0.846
H  -9.287  -2.600  -1.907  0.311
H  -8.497  -2.973  -0.376  0.331
H  -8.155  -3.866  -1.758  0.353
H  -5.492  -2.937  -1.714  0.395
H  -5.874  -1.547  -0.614  0.301
H  -4.140  -1.084  -2.139  -0.257
H  -5.650  -0.149  -2.504  0.427
H  -3.654  -0.310  -4.617  0.044
H  -5.292  0.113  -4.885  0.322
H  -4.220  -0.672  -6.886  0.320
H  -5.761  -1.544  -6.522  0.388
H  -4.843  -3.555  -7.940  0.335
H  -3.383  -4.201  -7.348  0.258
H  -3.305  -2.708  -8.259  0.304
C  -3.362  2.711  -2.601  -0.611
O  -3.293  1.293  -2.275  0.431
C  -1.951  0.736  -2.100  -0.820
C  -1.061  1.372  -0.977  0.932
O  -0.580  0.218  -0.178  -0.371
C  0.556  0.679  0.580  0.226
C  1.080  -0.184  1.682  0.061
O  1.583  -1.453  1.212  0.459
C  2.056  -2.243  2.323  -0.557
H  -4.366  3.040  -2.870  0.367
H  -2.751  3.017  -3.449  -0.117
H  -2.984  3.213  -1.710  0.179
H  -1.337  0.639  -2.996  0.508
H  -1.995  -0.330  -1.879  0.089
H  -1.607  2.049  -0.320  0.136
H  -0.245  1.925  -1.442  -0.883
H  0.339  1.623  1.078  -0.218
H  1.327  0.957  -0.138  0.059
H  0.247  -0.373  2.360  0.551
H  1.915  0.311  2.178  -1.072
H  2.558  -3.163  2.023  -0.122
H  1.232  -2.666  2.898  0.150
H  2.690  -1.696  3.020  0.061
C  1.502  4.321  1.360  -0.743
O  2.321  3.536  0.572  0.206
C  3.750  3.491  0.971  -1.270
C  4.038  2.750  2.285  0.668
O  4.093  3.765  3.298  -0.504
C  3.892  3.205  4.650  -0.364
C  4.764  2.020  5.146  0.254
O  5.170  2.231  6.518  -0.440
C  5.910  1.186  7.008  -0.301
H  1.737  5.383  1.292  0.521
H  1.679  4.107  2.414  0.157
H  0.461  4.221  1.053  0.008
H  4.072  4.531  0.925  0.462
H  4.279  3.006  0.150  0.236
H  4.962  2.175  2.238  0.585
H  3.240  2.036  2.487  -0.385
H  2.869  2.831  4.628  0.115
H  3.947  4.109  5.256  0.414
H  5.656  2.017  4.519  0.234
H  4.386  1.004  5.026  -0.115
H  5.895  1.366  8.083  0.290
H  6.909  1.151  6.573  0.286
H  5.374  0.246  6.873  -0.092

Cartesian forces (eV/Å) of the 2 atoms listed first:
1.9 -0.1 -1.3
-0.7 0.8 -1.4

Entry from the Open Molecules 2025 dataset: a molecular structure, C8H21F3MgN8O2 at a distorted geometry (wB97M-V/def2-TZVPD).

Output
- Net charge: +2
- Energy above the lowest of the compared OMol25 structures with the same formula, charge and spin: 81.69 kJ/mol
- Orbital gap: 9.12 eV

Each line ends with the Mulliken charge.
CARTESIAN COORDINATES (ANGSTROEM)
Mg  0.846  -0.332  -0.347  1.584
N  -0.056  -1.416  -3.563  -0.495
N  0.931  -2.404  -3.530  -0.151
C  1.953  -2.367  -2.671  0.656
N  2.852  -3.327  -2.710  -0.328
N  1.975  -1.299  -1.823  -0.447
N  2.986  -1.145  -0.938  1.549
O  3.905  -1.907  -0.755  -0.686
O  2.812  -0.083  -0.245  -0.802
H  -0.956  -1.869  -3.466  0.262
H  -0.020  -0.955  -4.464  0.276
H  0.889  -3.164  -4.191  0.163
H  2.773  -4.097  -3.355  0.188
H  3.611  -3.319  -2.049  0.191
N  -1.421  -0.333  2.376  0.013
C  -1.913  1.105  2.411  0.321
C  -0.774  2.045  2.807  -1.401
C  0.196  2.408  1.677  0.275
N  1.069  1.266  1.270  -0.549
C  -0.564  2.919  0.453  -1.570
C  -1.623  1.940  -0.057  0.285
N  -0.988  0.781  -0.766  -0.562
C  -2.558  1.518  1.085  -1.356
H  -1.003  -0.616  3.263  0.410
H  -0.703  -0.454  1.668  0.035
H  -2.162  -1.005  2.175  0.444
H  -2.679  1.109  3.183  0.253
H  -0.234  1.652  3.676  0.410
H  -1.232  2.979  3.139  0.485
H  0.824  3.215  2.053  0.403
H  1.585  0.925  2.081  0.234
H  1.814  1.674  0.704  0.411
H  0.139  3.170  -0.348  0.466
H  -1.064  3.851  0.722  0.438
H  -2.255  2.459  -0.775  0.365
H  -0.646  1.148  -1.659  0.387
H  -1.721  0.135  -1.052  0.261
H  -3.281  0.766  0.753  0.417
H  -3.144  2.410  1.315  0.488
F  1.044  -1.784  0.975  -0.412
C  0.119  -2.880  0.362  -0.438
F  -0.885  -2.818  1.276  -0.125
F  -0.441  -1.903  -0.662  -0.346

Cartesian forces (eV/Å) of the 2 atoms listed first:
-1.2 0.6 0.2
0.0 0.1 0.0

Entry from the Open Molecules 2025 dataset: a gas-phase ion, C4H10NO (charge -1) at a distorted geometry (wB97M-V/def2-TZVPD).

Output
- Structure (SMILES): CN(C)CC[O-]
- Net charge: -1
- Energy above the lowest of the compared OMol25 structures with the same formula, charge and spin: 125.21 kJ/mol
- Orbital gap: 5.85 eV

Each line ends with the Mulliken charge.
CARTESIAN COORDINATES (ANGSTROEM)
C  -0.542  -2.094  -0.254  -1.113
N  -0.610  -0.721  0.191  0.095
C  -1.044  -0.625  1.576  -1.113
C  0.593  0.056  -0.085  -0.614
C  0.533  1.327  -1.012  -0.412
O  1.128  2.397  -0.489  -0.887
H  -1.546  -2.535  -0.334  0.276
H  -0.189  -2.127  -1.286  0.404
H  0.046  -2.684  0.469  0.366
H  -1.825  -1.333  1.742  0.358
H  -0.197  -0.831  2.248  0.391
H  -1.386  0.397  1.736  0.309
H  1.410  -0.569  -0.482  0.493
H  1.033  0.396  0.851  0.194
H  1.068  0.981  -1.951  0.071
H  -0.526  1.463  -1.352  0.182

Cartesian forces (eV/Å) of the 2 atoms listed first:
-0.6 0.3 0.0
-0.4 -0.1 -0.4

Entry from the Open Molecules 2025 dataset: a molecular structure, C4H5NO at a distorted geometry (wB97M-V/def2-TZVPD).

Output
- Energy above the lowest of the compared OMol25 structures with the same formula, charge and spin: 415.58 kJ/mol
- Orbital gap: 7.93 eV

Each line ends with the Mulliken charge.
CARTESIAN COORDINATES (ANGSTROEM)
C  0.597  -1.413  0.106  -1.009
C  -0.001  -0.049  0.227  0.296
C  -1.331  0.367  0.139  0.090
O  -1.668  1.564  -0.111  -0.588
C  0.545  1.749  -0.335  0.119
N  1.050  1.051  0.528  -0.373
H  1.261  -1.646  0.954  0.273
H  1.185  -1.541  -0.818  0.241
H  -0.212  -2.157  0.077  0.318
H  -2.097  -0.397  0.361  0.296
H  0.672  2.474  -1.128  0.338

Cartesian forces (eV/Å) of the 2 atoms listed first:
0.0 -0.1 -0.1
-0.2 0.2 -0.4

Number 1: E -146512.6852 eV. Number 2: E -38234.6389 eV. Number 3: E -7846.2386 eV. Number 4: E -7762.2193 eV.